The following is a quantum chemistry calculation of a structure of composition C32H43AsN8S3Zr, from the OMol25 dataset.

Geometry as XYZ:
```
88
Properties=species:S:1:pos:R:3:lowdin_charge:R:1
Zr 0.752 0.786 0.874 1.134
As -1.653 -0.728 1.174 1.264
S 0.217 0.705 3.344 0.613
S 4.203 1.211 -1.930 0.670
S 1.650 -1.305 -0.107 0.594
N 1.723 3.005 1.153 -0.248
N 1.073 1.700 -1.244 -0.123
N 0.703 -2.994 -1.889 0.073
N 6.110 -0.429 -2.866 0.029
N -0.155 -0.786 -2.003 0.065
N -1.028 2.404 0.885 -0.061
N 2.813 0.495 1.994 -0.131
N 4.097 -1.173 -3.192 0.030
C 2.905 2.917 2.061 -0.169
C 0.600 -1.743 -1.466 -0.784
C -2.873 -3.266 1.746 -0.106
C -3.399 1.409 4.989 -0.048
C -2.895 -4.577 2.192 -0.055
C -4.282 0.797 4.109 -0.050
C -1.714 -5.202 2.574 -0.054
C -2.035 1.400 4.738 -0.099
C 4.815 -0.167 -2.681 -0.847
C -2.432 0.172 2.699 -0.418
C -0.479 -3.204 2.065 -0.117
C -3.797 0.178 2.967 -0.086
C -0.880 -1.108 -3.084 -0.326
C 6.348 -1.663 -3.618 -0.104
C -4.991 -0.445 -2.160 -0.062
C -1.541 0.777 3.595 -0.670
C -3.031 -0.594 -0.184 -0.381
C -0.841 -2.393 -3.600 0.003
C -3.776 0.571 -0.350 -0.131
C -4.748 0.648 -1.340 -0.067
C -1.702 -0.012 -3.683 -0.009
C -0.626 3.827 1.077 -0.173
C 1.330 3.145 -1.346 -0.212
C -3.270 -1.682 -1.019 -0.127
C 3.702 1.664 1.770 -0.196
C 2.179 3.568 -0.158 -0.155
C -0.511 -4.518 2.512 -0.058
C -4.252 -1.610 -1.996 -0.062
C 4.921 -2.235 -3.772 -0.107
C -1.660 -2.583 1.674 -0.368
C -0.030 -3.312 -2.954 -0.091
C 0.706 3.883 1.793 -0.181
H -1.683 2.333 0.106 0.088
H 6.818 0.239 -2.614 0.143
H 0.408 -5.005 2.812 0.114
H -3.774 1.890 5.884 0.119
H 4.040 1.623 0.734 0.049
H -4.447 -2.470 -2.624 0.119
H 1.927 1.212 -1.570 -0.044
H -1.347 1.857 5.438 0.109
H -5.344 0.798 4.316 0.117
H -4.485 -0.304 2.284 0.109
H 3.277 -0.357 1.681 0.067
H 4.664 -2.404 -4.815 0.121
H -1.421 -2.670 -4.469 0.123
H -2.707 -2.599 -0.892 0.107
H -2.354 0.418 -2.920 0.065
H 6.806 -1.450 -4.582 0.123
H 3.532 3.805 1.960 0.145
H 4.796 -3.167 -3.224 0.121
H 2.533 2.880 3.085 0.120
H 2.643 0.371 2.992 0.049
H 3.094 -1.177 -3.147 0.119
H -1.566 2.114 1.705 0.043
H -5.333 1.552 -1.451 0.115
H 6.997 -2.337 -3.064 0.121
H -0.579 4.321 0.113 0.105
H -3.797 -2.788 1.454 0.103
H 0.463 -2.676 2.011 0.049
H 1.884 3.377 -2.257 0.124
H 2.235 4.658 -0.089 0.144
H -5.764 -0.394 -2.916 0.118
H 1.068 4.914 1.828 0.143
H 0.345 1.357 -1.879 0.072
H 0.575 3.532 2.815 0.098
H 0.045 -4.336 -3.302 0.123
H 0.386 3.677 -1.404 0.101
H 4.586 1.617 2.405 0.139
H -1.051 0.778 -4.061 0.090
H 3.193 3.211 -0.333 0.076
H -1.373 4.363 1.663 0.137
H -2.316 -0.372 -4.506 0.093
H -3.835 -5.110 2.245 0.116
H -3.647 1.411 0.324 0.092
H -1.736 -6.226 2.924 0.116
```

**Charge**: +2
**HOMO**: -13.18 eV
**Frontier orbital gap**: 0.2783 Ha
**Energy above the lowest of the compared OMol25 structures with the same formula, charge and spin**: 67.62 kJ/mol
**Lowest unoccupied orbital energy**: -5.60 eV

The following is a quantum chemistry calculation of a structure of composition C32H43AuN3O, from the OMol25 dataset.

Geometry as XYZ:
```
80
Properties=species:S:1:pos:R:3:lowdin_spin:R:1
Au 0.150 0.946 0.286 0.292
O -0.650 -2.339 2.070 0.000
N 2.686 0.810 -0.479 0.035
N 2.260 0.868 3.300 0.249
N 1.732 0.555 -2.437 0.033
C 2.657 0.441 2.087 0.078
C -1.922 0.881 2.263 0.037
C 0.349 -2.331 3.099 0.003
C -0.278 -3.017 0.868 0.002
C -0.051 -0.731 -3.471 0.003
C 2.237 1.260 0.949 0.208
C 3.612 1.183 -1.450 0.000
C 1.052 2.889 -4.009 0.002
C 3.572 -0.897 4.285 0.086
C -2.727 1.185 -1.383 0.000
C -1.269 3.712 -0.116 -0.002
C -3.394 -0.804 1.002 0.012
C 3.908 -1.394 3.022 0.261
C 0.216 -1.873 -2.546 0.005
C -1.076 -0.823 -4.417 0.000
C -1.220 2.084 1.941 0.101
C 3.412 -0.729 1.900 0.123
C -0.130 -3.094 4.320 0.001
C -2.515 0.380 1.086 0.072
C -0.630 1.425 -5.160 0.000
C -0.056 -4.512 1.048 0.001
C -1.338 0.232 -5.297 0.003
C -2.194 1.263 0.001 0.034
C 0.700 0.447 -3.421 0.003
C 1.547 0.396 -1.096 0.086
C -0.472 2.921 2.910 0.010
C 3.043 1.004 -2.655 0.025
C 2.755 0.245 4.375 0.136
C -2.044 0.316 3.623 0.004
C 0.395 1.560 -4.217 0.003
C -2.348 0.050 -6.381 0.001
C -1.506 2.409 0.560 -0.002
H -1.913 -0.466 -7.247 0.000
H 0.628 -2.540 0.450 0.002
H -4.395 -0.587 1.411 0.005
H -1.661 -1.739 -4.480 0.000
H 3.921 -1.375 5.202 0.001
H -2.040 1.659 -2.097 0.000
H -0.221 -2.786 -2.975 0.000
H -3.707 1.684 -1.470 0.000
H -0.877 -4.974 1.608 0.000
H 2.414 2.333 1.060 0.009
H -3.184 -0.559 -6.026 0.000
H 0.419 2.383 3.283 0.002
H -1.104 3.188 3.772 0.003
H -2.099 4.415 0.057 0.000
H 0.939 3.260 -2.976 0.000
H 4.546 -2.268 2.898 0.027
H 2.503 0.653 5.357 0.013
H -0.007 -4.990 0.065 0.000
H -1.144 0.532 4.218 0.001
H -3.526 -1.129 -0.038 0.000
H -2.967 -1.643 1.571 0.002
H -0.350 4.185 0.254 0.000
H -2.904 0.745 4.163 0.002
H -0.332 -4.138 4.057 0.000
H 0.890 -4.712 1.565 0.001
H -0.876 2.281 -5.795 0.000
H 0.556 3.616 -4.666 0.000
H -2.174 -0.773 3.588 0.000
H -1.112 -2.835 0.178 0.000
H 0.519 -1.274 3.352 0.000
H -1.168 3.582 -1.202 0.000
H 0.646 -3.077 5.091 0.002
H -0.136 3.854 2.441 0.000
H 2.121 2.889 -4.265 0.001
H -0.260 -1.724 -1.563 0.001
H 3.638 -1.016 0.880 0.010
H -2.726 1.017 -6.724 0.000
H 3.404 1.181 -3.646 0.004
H -2.857 0.140 -1.699 0.000
H 1.300 -2.753 2.731 0.004
H -1.041 -2.638 4.724 0.000
H 1.286 -2.053 -2.380 0.001
H 4.587 1.531 -1.185 0.001
```

**Charge**: -1
**HOMO (spin up / spin down)**: 0.14 / -3.58 eV
**Frontier orbital gap (spin up / spin down)**: 0.0832 / 0.2198 Ha
**Expectation value of S²**: 2.02
**2S+1**: 3
**Lowest unoccupied orbital energy (spin up / spin down)**: 2.40 / 2.40 eV

| no. | E_tot (eV) |
| --- | --- |
| 1 | -140420.662 |
| 2 | -44088.304 |